(1)
Density functional theory data (ωB97M-V/def2-TZVPD) for 2 unconnected molecules or ions with the total composition C27H35NO5S.

Geometry as XYZ:
```
69
Properties=species:S:1:pos:R:3:nbo_charge:R:1
C 1.139 -3.765 0.232 -0.61
C 1.137 -2.313 -0.288 -0.44
C -0.057 -1.928 -1.135 -0.05
C -1.202 -2.596 -1.196 -0.28
C -2.298 -2.035 -2.060 0.55
O -3.083 -2.723 -2.687 -0.51
C -2.339 -0.518 -2.102 -0.11
C -3.521 0.171 -2.214 -0.19
C -3.476 1.544 -2.202 -0.18
C -2.315 2.284 -2.087 -0.03
C -2.408 3.794 -2.041 -0.45
C -3.342 4.352 -0.967 -0.04
C -3.662 5.699 -0.981 -0.19
C -4.523 6.226 -0.052 -0.21
C -5.111 5.463 0.934 -0.02
C -6.090 6.002 1.949 -0.63
C -4.767 4.122 0.976 -0.22
C -3.902 3.601 0.042 -0.16
C -1.109 1.584 -2.021 0.13
C 0.220 2.311 -1.939 -0.48
C 0.727 2.487 -0.488 -0.40
C 2.262 2.584 -0.344 -0.40
C 2.985 3.245 -1.533 -0.22
N 2.420 4.565 -1.880 -0.85
C -1.148 0.198 -2.027 -0.18
C 0.107 -0.654 -1.948 0.63
O 1.157 -0.391 -2.502 -0.54
H 1.372 -4.415 -0.618 0.21
H 1.922 -3.832 0.990 0.24
H 0.183 -4.047 0.680 0.20
H 1.120 -1.657 0.601 0.22
H 2.073 -2.066 -0.801 0.24
H -1.360 -3.497 -0.610 0.23
H -4.480 -0.328 -2.308 0.23
H -4.414 2.095 -2.279 0.22
H -1.425 4.233 -1.828 0.23
H -2.694 4.210 -3.017 0.23
H -3.253 6.371 -1.733 0.21
H -4.744 7.292 -0.107 0.21
H -6.634 5.183 2.430 0.21
H -6.849 6.650 1.490 0.22
H -5.599 6.597 2.729 0.22
H -5.227 3.514 1.752 0.21
H -3.691 2.536 0.105 0.21
H 0.981 1.824 -2.550 0.25
H 0.072 3.291 -2.404 0.21
H 0.289 3.398 -0.062 0.21
H 0.344 1.649 0.111 0.20
H 2.494 3.177 0.552 0.20
H 2.738 1.606 -0.181 0.20
H 4.031 3.380 -1.229 0.19
H 2.991 2.539 -2.375 0.18
H 1.905 4.461 -2.749 0.35
H 3.172 5.205 -2.110 0.36
O 3.051 -5.490 2.334 -0.95
S 3.832 -5.934 3.449 2.39
O 4.999 -5.221 3.863 -0.93
O 4.208 -7.468 3.235 -0.72
C 4.845 -7.842 1.999 -0.08
C 6.318 -7.484 1.987 -0.64
C 2.779 -6.161 4.843 -0.89
H 4.321 -7.395 1.153 0.20
H 4.730 -8.922 1.916 0.20
H 6.461 -6.404 1.976 0.23
H 6.801 -7.899 1.101 0.22
H 6.815 -7.869 2.877 0.22
H 1.915 -6.745 4.540 0.25
H 2.469 -5.175 5.183 0.25
H 3.338 -6.668 5.626 0.25
```

frontier orbital gap	8.4	eV
SMILES	CCC1=CC(=O)c2ccc(Cc3ccc(C)cc3)c(CCCCN)c2C1=O.CCOS(C)(=O)=O
LUMO level	-0.38	eV

(2)
Density functional theory data (ωB97M-V/def2-TZVPD) for C3H9N in the gas phase.

Geometry as XYZ:
```
13
Properties=species:S:1:pos:R:3:nbo_charge:R:1
C -1.260 -0.246 0.095 -0.64
C 0.142 0.190 -0.329 -0.06
C 1.168 -0.774 0.072 -0.60
H -2.236 0.243 -0.101 0.22
H -1.429 -0.504 1.159 0.19
H -1.360 -1.166 -0.425 0.20
H -0.065 -0.080 -1.364 0.17
H 2.169 -0.272 -0.225 0.22
H 0.814 -1.691 -0.637 0.21
H 1.194 -1.018 1.092 0.20
H 1.011 1.680 0.885 0.38
H -0.571 2.046 -0.179 0.38
N 0.424 1.592 -0.042 -0.87
```

frontier orbital gap	9.9	eV
SMILES	CC(C)N
LUMO level	1.07	eV
ΔE to the lowest compared entry with this formula, charge and spin	1.846	eV

Number 1: largest force on an atom 0.0292 Eh/bohr, HOMO energy -8.813 eV. Number 2: largest force on an atom 0.0709 Eh/bohr, HOMO energy -8.844 eV.